DFT (ωB97M-V/def2-TZVPD) results for a structure of composition C45H72MnN9O5 in a non-equilibrium geometry.

Values from the calculation:
Total charge: -1
Spin multiplicity: 6
LUMO energy (alpha / beta) in eV: 2.05 / 2.05
HOMO (alpha / beta) in eV: -4.148 / -4.144
Kohn-Sham gap (alpha / beta) in hartree: 0.228 / 0.228
⟨S²⟩: 8.754

Structure (XYZ):
```
132
Properties=species:S:1:pos:R:3:mulliken_spin:R:1
Mn 0.69 -0.26 0.29 4.737
C 3.38 -3.75 -0.20 0.003
C 3.12 -2.41 -0.96 0.000
C 2.74 -2.65 -2.42 0.005
O 2.09 -1.66 -0.31 0.085
H 2.47 -4.15 0.24 0.001
H 4.03 -3.70 0.68 0.000
H 3.73 -4.60 -0.80 0.000
H 4.04 -1.82 -0.98 0.004
H 2.58 -1.86 -3.15 -0.002
H 1.79 -3.18 -2.46 -0.001
H 3.40 -3.40 -2.88 0.000
C -3.19 1.83 1.25 0.004
C -4.57 1.54 0.77 0.001
C -4.74 0.40 -0.36 -0.001
O -5.86 0.07 -0.61 0.002
C -3.51 -0.16 -0.97 0.022
C -2.30 0.23 -0.48 -0.046
C -2.14 1.21 0.66 0.004
O -1.02 1.37 1.34 0.023
O -1.22 -0.29 -1.01 0.085
O -5.64 1.98 1.23 0.000
H -3.13 2.68 1.91 0.000
H -3.59 -0.88 -1.77 -0.001
C 5.68 2.67 -0.13 0.000
C 4.73 2.05 -1.15 0.003
C 3.42 2.85 -1.29 0.000
C 2.08 2.19 -1.05 -0.016
N 1.05 1.75 -0.81 0.029
H 5.03 3.22 0.55 0.000
H 6.44 3.28 -0.61 0.000
H 6.12 1.85 0.44 0.000
H 4.40 1.08 -0.78 -0.002
H 5.33 1.90 -2.05 0.000
H 3.27 3.27 -2.29 0.001
H 3.41 3.77 -0.71 0.001
C 0.91 -0.69 5.18 0.003
C -0.61 -0.61 5.11 0.001
C -1.34 -1.56 4.26 0.003
C -0.83 -1.62 2.88 0.006
N -0.35 -1.62 1.78 0.015
H 1.36 0.19 5.65 0.000
H 1.37 -0.82 4.19 -0.001
H 1.21 -1.53 5.80 0.000
H -0.93 0.39 4.82 0.000
H -1.00 -0.50 6.12 0.000
H -2.43 -1.52 4.24 0.000
H -1.07 -2.59 4.50 0.001
C -2.64 -3.61 -2.62 0.003
C -2.44 -5.12 -2.81 0.000
C -3.47 -5.65 -3.81 0.000
C -4.83 -5.43 -3.43 0.000
N -5.90 -5.32 -3.17 0.000
H -3.41 -3.47 -1.87 -0.001
H -2.76 -3.06 -3.55 0.000
H -1.75 -3.20 -2.14 -0.003
H -2.53 -5.69 -1.89 0.000
H -1.41 -5.31 -3.12 0.000
H -3.27 -6.72 -3.78 0.000
H -3.29 -5.11 -4.74 0.000
C 2.09 -1.78 -6.74 0.000
C 0.78 -1.80 -5.92 0.000
C 0.30 -0.45 -5.25 0.000
C 1.36 0.24 -4.55 0.000
N 2.17 0.81 -3.97 0.000
H 2.18 -0.90 -7.38 0.000
H 2.13 -2.71 -7.30 0.000
H 2.96 -1.73 -6.09 0.000
H 1.10 -2.38 -5.06 0.000
H -0.10 -2.26 -6.39 0.000
H -0.48 -0.60 -4.51 0.000
H -0.32 0.10 -5.96 0.000
C -4.04 -3.01 0.97 0.000
C -5.01 -3.99 0.29 0.000
C -5.96 -3.39 -0.62 0.000
C -7.01 -2.60 0.06 0.000
N -7.87 -1.98 0.58 0.000
H -3.24 -2.59 0.35 0.000
H -3.56 -3.53 1.80 0.000
H -4.58 -2.16 1.37 0.000
H -5.56 -4.65 0.96 0.000
H -4.39 -4.65 -0.31 0.000
H -6.46 -4.07 -1.30 0.000
H -5.41 -2.72 -1.28 0.000
C 4.04 -4.51 4.32 0.000
C 3.73 -3.01 4.53 0.000
C 4.90 -2.13 3.97 0.000
C 4.82 -0.72 4.27 0.000
N 4.73 0.41 4.51 0.000
H 5.07 -4.64 4.65 0.000
H 4.07 -4.61 3.23 0.000
H 3.38 -5.25 4.76 0.000
H 3.67 -2.97 5.62 0.000
H 2.86 -2.65 3.97 -0.001
H 5.00 -2.25 2.90 0.000
H 5.80 -2.46 4.50 0.000
C -2.89 3.14 -2.32 0.000
C -2.97 4.20 -3.46 0.000
C -1.76 4.03 -4.37 0.000
C -1.72 2.83 -5.21 0.000
N -1.79 1.91 -5.91 0.000
H -1.95 3.28 -1.78 0.000
H -2.99 2.11 -2.66 0.000
H -3.73 3.32 -1.65 0.000
H -3.19 5.23 -3.18 0.000
H -3.85 3.91 -4.04 0.000
H -0.83 4.23 -3.83 0.000
H -1.90 4.85 -5.08 0.000
C -0.76 6.82 0.00 0.000
C -1.63 5.68 0.40 0.000
C -0.98 4.65 1.35 0.003
C -0.36 5.25 2.53 0.000
N 0.09 5.75 3.52 0.000
H 0.11 6.47 -0.55 0.000
H -0.36 7.38 0.84 0.000
H -1.24 7.63 -0.56 0.000
H -2.04 5.45 -0.58 0.000
H -2.56 5.95 0.91 0.000
H -0.15 4.18 0.81 0.001
H -1.67 3.94 1.79 -0.001
C 3.40 4.42 5.34 0.000
C 3.49 3.59 4.05 0.001
C 2.30 2.55 4.05 0.000
C 2.23 1.59 2.93 -0.012
N 2.19 0.92 1.97 0.040
H 2.48 5.00 5.29 0.000
H 4.30 5.03 5.49 0.000
H 3.35 3.82 6.25 0.000
H 4.37 2.96 3.92 0.000
H 3.53 4.18 3.13 0.000
H 1.38 3.12 3.93 0.001
H 2.26 1.98 4.98 -0.001
```

DFT (ωB97M-V/def2-TZVPD) results for a structure of composition C45H74N4O2P4S2SiTl.

Values from the calculation:
Total charge: -2
Spin multiplicity: 2
LUMO energy (alpha / beta) in eV: 3.76 / 3.76
HOMO (alpha / beta) in eV: -0.079 / -1.120
Kohn-Sham gap (alpha / beta) in hartree: 0.141 / 0.179
⟨S²⟩: 0.757

Structure (XYZ):
```
133
Properties=species:S:1:pos:R:3:mulliken_spin:R:1
Tl -0.66 1.49 -0.76 0.014
C 1.73 -1.51 -5.42 0.003
C 0.81 -1.93 -4.28 0.017
C -0.62 -1.45 -4.58 -0.035
P 1.35 -1.34 -2.57 0.224
C 3.22 -1.29 -2.65 0.031
C 3.94 -2.63 -2.70 -0.007
C 3.80 -0.44 -1.52 0.010
C 1.18 -3.11 -1.66 0.214
C 1.23 -4.38 -2.26 0.010
C 0.96 -5.54 -1.55 0.012
C 0.67 -5.46 -0.19 0.001
C 0.65 -4.21 0.42 -0.007
C 0.88 -3.03 -0.29 0.022
Si 0.72 -1.26 0.51 0.070
C -0.56 -1.73 1.91 -0.001
C -0.19 -2.18 3.18 0.018
C -1.12 -2.58 4.14 0.002
C -2.47 -2.51 3.84 0.001
C -2.87 -2.08 2.58 -0.001
C -1.94 -1.70 1.61 -0.032
P -2.42 -1.22 -0.10 -0.028
C -4.21 -0.67 -0.02 0.005
C -5.37 -1.58 0.41 0.000
C -4.26 0.65 0.76 -0.002
C -2.48 -2.85 -1.02 0.009
C -2.70 -4.11 -0.19 0.004
C -3.45 -2.78 -2.20 0.002
C 2.34 -1.18 1.60 0.012
C 3.34 -2.16 1.50 -0.011
C 4.55 -2.06 2.18 -0.001
C 4.81 -0.96 2.98 0.002
C 3.84 0.03 3.09 -0.003
C 2.61 -0.07 2.42 -0.020
P 1.35 1.27 2.40 0.046
C 1.05 1.82 4.17 0.005
C -0.18 1.08 4.73 0.004
C 2.16 1.74 5.21 0.001
C 2.28 2.71 1.66 0.005
C 3.28 3.49 2.51 0.001
C 2.93 2.23 0.36 -0.009
H 1.26 -1.76 -6.38 0.002
H 2.70 -2.02 -5.39 0.000
H 1.90 -0.43 -5.40 0.004
H 0.76 -3.01 -4.24 0.000
H -0.62 -0.40 -4.89 0.003
H -1.26 -1.51 -3.70 0.033
H -1.06 -2.06 -5.37 0.002
H 3.41 -0.76 -3.58 -0.001
H 3.85 -3.17 -1.76 -0.001
H 5.00 -2.47 -2.90 0.001
H 3.55 -3.28 -3.49 0.000
H 3.72 -0.95 -0.55 -0.008
H 3.28 0.52 -1.45 0.002
H 4.86 -0.24 -1.70 0.000
H 1.49 -4.49 -3.31 0.017
H 0.98 -6.50 -2.05 0.004
H 0.46 -6.36 0.38 0.000
H 0.45 -4.16 1.49 -0.002
H 0.86 -2.22 3.44 -0.001
H -0.79 -2.93 5.11 0.001
H -3.22 -2.81 4.57 0.000
H -3.93 -2.06 2.36 0.000
H -4.37 -0.41 -1.07 -0.001
H -5.64 -1.43 1.45 0.000
H -5.17 -2.64 0.26 0.000
H -6.26 -1.33 -0.18 0.000
H -4.02 0.47 1.81 -0.001
H -5.26 1.09 0.71 0.000
H -3.56 1.38 0.35 0.003
H -1.47 -2.92 -1.44 -0.001
H -3.67 -4.12 0.31 0.000
H -1.93 -4.22 0.58 0.000
H -2.65 -4.99 -0.84 0.000
H -4.49 -2.92 -1.87 0.000
H -3.22 -3.57 -2.92 0.001
H -3.39 -1.82 -2.73 0.002
H 3.17 -3.02 0.87 0.003
H 5.29 -2.85 2.08 0.000
H 5.75 -0.86 3.51 0.000
H 4.06 0.90 3.70 0.000
H 0.78 2.87 4.03 0.001
H 0.12 0.13 5.17 0.000
H -0.91 0.84 3.95 -0.001
H -0.67 1.67 5.51 0.000
H 2.53 0.72 5.30 0.000
H 1.78 2.04 6.19 0.000
H 3.01 2.39 4.98 0.000
H 1.47 3.39 1.39 0.000
H 4.14 2.89 2.79 -0.001
H 2.83 3.90 3.41 0.000
H 3.66 4.34 1.92 0.000
H 3.76 1.55 0.56 -0.001
H 3.31 3.08 -0.21 -0.001
H 2.23 1.69 -0.28 0.015
C -5.08 0.81 -3.40 0.000
C -3.57 0.84 -3.57 -0.001
O -3.10 2.04 -4.13 0.001
P -2.66 3.28 -3.06 0.009
S -4.29 4.38 -2.62 0.002
S 1.01 0.80 -2.93 0.309
O -1.91 4.17 -4.23 0.000
C -0.66 3.66 -4.70 0.016
C 0.50 4.38 -4.03 -0.007
H -5.39 -0.12 -2.92 0.000
H -5.58 0.89 -4.37 0.000
H -5.40 1.66 -2.79 0.000
H -3.26 0.04 -4.25 0.001
H -3.08 0.65 -2.60 -0.001
H -0.64 3.83 -5.78 -0.001
H -0.58 2.59 -4.52 0.003
H 0.46 5.45 -4.23 0.002
H 1.45 3.97 -4.37 0.004
H 0.44 4.24 -2.95 0.005
C -5.26 4.64 3.57 0.000
C -4.66 3.66 4.57 0.000
C -4.94 2.21 4.16 0.000
C -3.17 3.93 4.80 0.000
N -2.40 4.09 3.57 0.000
C -2.12 3.23 2.58 -0.002
N -1.31 3.82 1.73 0.001
N -1.08 5.05 2.24 0.000
N -1.72 5.22 3.34 0.000
H -6.34 4.47 3.48 0.000
H -4.82 4.51 2.58 0.000
H -5.10 5.67 3.88 0.000
H -5.12 3.83 5.55 0.000
H -4.66 2.03 3.13 0.000
H -6.00 1.99 4.25 0.000
H -4.39 1.50 4.79 0.000
H -2.71 3.14 5.39 0.000
H -3.04 4.87 5.33 0.000
H -2.50 2.23 2.50 0.000
```

Q: Which value of ⟨S²⟩ does entry 1 give?
A: 8.754

Q: ⟨S²⟩ of number 1 (C45H72MnN9O5)?
A: 8.754